Here is a 2-piece molecular cluster, C2H10NOS overall from the OMol25 dataset. Energies are from ωB97M-V with the def2-TZVPD basis set.

Calculated values
LUMO level (alpha / beta)	0.45 / 0.43	eV
E	-16605.695	eV
spin multiplicity	2
expectation value of S²	0.75
HOMO-LUMO gap (alpha / beta)	4.1980 / 9.7710	eV

Geometry (Å):
C (-0.3396, 0.0110, 0.8853)
C (0.4326, -1.2787, 0.6314)
S (-0.0273, -1.9273, -1.0493)
N (0.4950, 0.9476, 1.7634)
H (-1.2551, -0.1403, 1.4585)
H (-0.6351, 0.5848, 0.0134)
H (0.0685, -2.0844, 1.2596)
H (1.5052, -1.1422, 0.5783)
H (0.3751, -0.8713, -1.7526)
H (-0.0294, 1.8436, 1.9004)
H (1.4108, 1.1849, 1.3104)
H (0.6104, 0.5533, 2.7341)
H (-1.3848, 0.1576, -3.2335)
H (-0.4413, 1.3311, -3.6248)
O (-0.7848, 0.8305, -2.8745)

Atomic partial charges in e from the natural (NBO) method, atoms 1 to 6: atom 1 (C): -0.3166, atom 2 (C): -0.5266, atom 3 (S): -0.0867, atom 4 (N): -1.1036, atom 5 (H): 0.2206, atom 6 (H): 0.2350